[1]
C3H8N2OS in the gas phase at a distorted geometry, computed with ωB97M-V with the def2-TZVPD basis set.

```
15
Properties=species:S:1:pos:R:3:forces:R:3:mulliken_charge:R:1
C -0.53947 0.72987 0.11861 2.88 1.26 -0.08 0.454
C -0.51990 -1.24536 -1.62922 2.45 -0.03 -1.04 -0.896
C 0.74363 0.42494 1.07375 -3.29 -1.76 -1.24 -0.577
N -0.74842 1.88096 -0.39008 0.48 -1.68 1.37 -0.625
N 0.33152 0.55765 2.42405 -1.00 3.95 2.11 -0.590
O -2.58823 0.03900 -1.20126 -2.05 0.58 -0.58 -0.674
S -1.61022 -0.67230 -0.38209 0.43 0.11 1.14 0.430
H 0.56101 -1.05167 -1.51047 -0.40 0.23 0.56 0.308
H -0.80828 -0.62198 -2.47626 -0.16 -0.32 -0.15 0.325
H -0.51820 -2.30160 -1.84720 -0.80 -0.35 -0.01 0.336
H 1.55593 1.11043 0.85501 0.12 -0.30 -0.25 0.308
H 0.91297 -0.66661 0.99942 0.83 0.58 -0.73 0.336
H -1.61301 1.82726 -0.91491 -0.64 0.10 -0.50 0.358
H 0.02101 1.61748 2.49456 0.47 -3.05 0.56 0.265
H -0.36615 -0.07221 2.86889 0.69 0.70 -1.15 0.241
```
Positions in Å, forces in eV/Å.

LUMO   0.0239 hartree
Net charge   0
HOMO level   -9.058 eV

***

[2]
2 unconnected molecules or ions with the total composition C6H15NO, computed with ωB97M-V with the def2-TZVPD basis set.

```
23
Properties=species:S:1:pos:R:3:forces:R:3:mulliken_charge:R:1
C -2.83946 -1.25035 -0.75026 0.47 -0.45 -0.73 -1.173
C -1.39697 -0.74828 -0.58384 -0.04 0.03 0.17 -0.118
C -1.27967 0.58543 0.18297 0.27 -0.66 0.04 -1.012
C 0.14705 0.83595 0.60476 0.31 0.34 0.21 0.674
C 0.63904 0.40666 1.96200 -0.32 -0.08 0.39 -1.657
C 1.00402 1.41010 -0.24035 -0.81 -0.15 0.12 -0.283
N 2.33369 1.71247 -0.00071 0.09 0.56 -0.23 -0.532
H -3.52834 -0.84250 -0.01274 -0.01 -0.05 -0.02 0.334
H -3.18760 -1.05319 -1.76297 -0.30 0.55 0.07 0.296
H -2.86895 -2.34097 -0.74222 -0.04 -0.06 0.47 0.325
H -0.92086 -0.63557 -1.55870 0.01 0.04 -0.06 0.282
H -0.78581 -1.50138 -0.07186 -0.14 0.09 0.16 0.230
H -1.65126 1.40432 -0.43414 -0.13 0.02 0.05 0.320
H -1.91252 0.48651 1.06765 -0.09 0.28 0.03 0.435
H 0.97296 1.24831 2.58251 0.18 0.01 -0.23 0.401
H 1.45989 -0.31391 1.88965 0.05 0.05 0.07 0.307
H -0.14490 -0.04775 2.56985 -0.09 -0.20 -0.19 0.372
H 0.57883 1.72044 -1.18801 0.45 0.07 -0.27 0.305
H 2.68783 1.47108 0.91166 0.01 -0.24 -0.19 0.239
H 2.94051 1.44884 -0.76400 0.06 0.00 0.29 0.252
O 2.53447 -0.94671 -1.22849 0.24 -0.23 -0.23 -0.565
H 3.14700 -1.46844 -1.76186 -0.14 0.00 0.12 0.280
H 2.07106 -1.58105 -0.67090 -0.02 0.08 -0.06 0.289
```
Positions in Å, forces in eV/Å.

LUMO   0.0229 hartree
Net charge   0
HOMO level   -7.475 eV

***

[3]
A gas-phase ion, C9H19N2S (charge +1) at a distorted geometry, computed with ωB97M-V with the def2-TZVPD basis set.

```
31
Properties=species:S:1:pos:R:3:forces:R:3:mulliken_charge:R:1
C 0.20281 1.20284 -1.89922 -1.29 1.10 -0.39 -1.479
C -0.48385 0.68465 -0.58679 -2.59 1.85 -0.30 0.679
N 0.20728 -0.20304 0.36807 0.46 0.95 -1.92 0.029
C 0.45905 -1.44816 -0.33033 0.66 -1.95 1.41 -0.915
C 0.91221 -2.52605 0.68383 1.96 3.01 -0.45 -0.836
C 2.13927 -1.96039 1.45427 -1.69 -0.15 2.12 -0.704
C 2.01332 -0.50776 1.95724 3.19 0.64 -1.62 -0.734
C 1.45044 0.40602 0.81300 1.24 -0.08 1.89 -0.458
N -1.76915 0.09876 -0.88639 0.14 -0.42 -0.03 -0.415
C -2.73922 1.12071 -1.14280 -2.29 -1.51 -3.47 -0.868
C -2.65420 2.34145 -0.24545 1.05 0.23 -0.75 -0.416
S -0.94329 2.21908 0.39060 0.27 0.52 0.62 -0.186
H 1.25145 1.38936 -1.75804 0.36 0.59 0.20 0.360
H -0.36135 2.19307 -2.21228 1.44 -1.94 0.91 0.389
H 0.13627 0.59504 -2.80259 -0.28 -0.67 0.43 0.356
H -0.33909 -0.25096 1.19593 -1.28 -0.42 0.84 0.500
H 1.09336 -1.13309 -1.11166 1.15 -0.32 -0.96 0.518
H -0.43367 -1.78811 -0.74330 -1.51 -0.36 -0.93 0.493
H 1.23146 -3.40603 0.21963 0.14 -1.38 -0.94 0.397
H 0.01833 -2.68500 1.19361 -1.19 -0.70 1.67 0.401
H 2.55796 -2.62440 2.23729 -0.69 0.29 -0.25 0.362
H 2.90127 -1.88140 0.78082 2.12 -0.19 -2.21 0.388
H 1.43167 -0.40160 2.83538 -0.57 0.21 0.98 0.418
H 3.15047 -0.12410 2.16227 -2.92 -0.78 -0.18 0.321
H 1.09879 1.35160 1.33183 1.22 -0.55 -1.28 0.222
H 2.11110 0.39136 -0.10182 -0.44 0.80 1.36 0.393
H -2.27377 -0.47540 -0.21722 1.39 -0.30 0.63 0.351
H -3.69305 0.44396 -1.07113 1.04 2.16 -0.32 0.424
H -2.60185 1.39738 -2.26441 -0.61 -0.06 1.91 0.269
H -2.76933 3.26879 -0.85546 -0.01 -0.68 0.76 0.326
H -3.30471 2.31146 0.60512 -0.46 0.11 0.28 0.416
```
Positions in Å, forces in eV/Å.

LUMO   -0.0967 hartree
Net charge   +1
HOMO level   -12.625 eV

***

[4]
6 unconnected molecules or ions with the total composition C8H28N10O6 at a distorted geometry, computed with ωB97M-V with the def2-TZVPD basis set.

```
52
Properties=species:S:1:pos:R:3:forces:R:3:mulliken_charge:R:1
N 2.50019 3.18836 3.79980 -0.26 -0.04 0.11 -0.348
C 2.60489 4.41558 3.22473 -0.08 1.29 -0.30 0.604
N 3.44517 4.40539 2.14472 0.15 -0.09 -0.06 -0.457
O 2.04198 5.44356 3.58218 -0.10 -0.82 -0.02 -0.640
H 3.32567 2.62132 3.74959 -0.26 -0.45 0.24 0.214
H 1.81669 3.08139 4.52574 0.31 -0.04 0.26 0.200
H 3.52974 5.25924 1.62592 0.13 -0.03 -0.03 0.219
H 3.74629 3.52690 1.76279 0.06 0.10 -0.25 0.227
N -3.05477 1.62635 -5.07213 -0.03 0.13 -0.84 -0.417
C -2.90187 1.63199 -3.72409 0.16 0.20 0.98 0.590
N -3.07623 0.41037 -3.11140 -0.11 0.61 -0.27 -0.323
O -2.68299 2.63226 -3.04890 -0.27 -0.34 -0.52 -0.630
H -2.94572 2.48814 -5.57646 0.15 0.16 0.29 0.237
H -2.88212 0.80713 -5.62619 -0.10 -0.18 0.18 0.194
H -3.06403 -0.45217 -3.62057 0.08 -0.16 0.21 0.212
H -2.94477 0.47284 -2.12044 0.22 -0.46 0.02 0.118
N -1.88221 -1.79279 -0.01890 -0.09 -0.36 -1.06 -0.035
C -2.03329 -2.83428 -0.92185 0.95 -0.29 1.51 0.549
N -3.17680 -2.77584 -1.64334 -0.10 0.04 -0.25 -0.428
O -1.25850 -3.77326 -0.98393 -0.14 0.36 -0.21 -0.628
H -1.11340 -1.83231 0.63765 -0.19 -0.39 0.14 -0.376
H -2.60195 -1.09867 0.02161 0.04 0.12 0.43 0.165
H -3.26122 -3.50572 -2.32883 -0.36 0.29 -0.17 0.252
H -3.69155 -1.91714 -1.64024 -0.43 -0.21 -0.45 0.167
N 0.65914 2.89585 0.32069 0.94 -1.48 0.49 -0.397
C 0.73485 1.59346 0.69958 -0.50 -1.68 -0.24 0.714
N -0.43988 0.90372 0.50145 -0.20 0.70 0.29 -0.146
O 1.72716 0.98896 1.12617 -0.35 1.28 0.01 -0.870
H -0.26686 3.26857 0.33397 0.23 1.02 -0.23 0.208
H 1.56619 3.33479 0.33319 -0.60 0.87 0.13 0.252
H -0.49163 -0.08575 0.62349 0.46 -0.12 0.09 0.285
H -1.17874 1.31955 -0.03345 0.00 0.05 -0.20 0.099
N -1.96784 -2.24042 3.48225 0.56 0.11 -0.31 -0.461
C -0.69328 -1.85799 3.15323 0.89 -0.10 -1.50 0.689
N -0.17434 -0.84241 3.90011 -0.79 -0.54 0.29 -0.413
O -0.09641 -2.34773 2.18457 -0.36 0.16 1.03 -0.674
H -2.27244 -1.96984 4.40007 -0.27 -0.51 0.12 0.197
H -2.14688 -3.16385 3.11310 -0.50 0.14 0.26 0.288
H -0.88981 -0.20801 4.21145 0.66 0.49 0.38 0.211
H 0.78775 -0.59878 3.75257 -0.13 0.47 -0.30 0.258
C 1.20602 -1.49450 -2.37987 -0.84 -0.40 0.97 -1.159
C 1.93659 -1.79523 -1.04199 0.23 1.65 -1.49 1.533
C 2.86284 -2.97397 -1.27186 0.72 -0.95 0.70 -1.639
O 2.68568 -0.61134 -0.75322 0.82 0.14 0.12 -0.644
H 0.65740 -0.55494 -2.27691 -0.24 -0.12 0.05 0.164
H 0.51765 -2.33027 -2.55498 -0.08 0.23 -0.31 0.237
H 1.85780 -1.35362 -3.24028 0.39 -0.26 0.23 0.448
H 1.25460 -1.81998 -0.18576 -0.25 -1.21 -0.37 -0.289
H 2.39491 -3.95873 -1.35719 -0.58 0.26 0.26 0.345
H 3.60140 -3.07284 -0.47039 -0.16 0.13 0.12 0.361
H 3.45890 -2.94492 -2.18833 -0.19 0.76 -0.08 0.359
H 2.27001 -0.10843 -0.01915 0.38 -0.51 -0.43 0.377
```
Positions in Å, forces in eV/Å.

LUMO   0.0064 hartree
Net charge   0
HOMO level   -8.766 eV

***

[5]
A molecular structure, C22H42CaCl2F3N6O9S2 at a distorted geometry, computed with ωB97M-V with the def2-TZVPD basis set.

```
87
Properties=species:S:1:pos:R:3:forces:R:3:mulliken_charge:R:1
Ca 1.50330 1.38074 2.57369 0.00 -0.31 0.27 1.815
N -0.19170 1.17299 1.10956 0.48 -0.72 -3.15 0.336
S -1.70529 1.49413 1.06709 -5.63 1.28 1.54 0.721
O -2.52032 0.30528 1.00695 0.95 0.73 -0.46 -0.613
O -2.11828 2.65367 0.31873 0.84 -0.90 0.42 -0.559
F -1.91069 1.97377 2.57336 0.77 -0.11 0.02 -0.294
S -0.05274 0.44706 -0.43497 3.06 -0.27 -1.38 0.532
O -0.80598 0.93162 -1.54885 -0.34 -0.24 1.65 -0.245
O 0.23512 -0.94282 -0.30934 -0.31 0.52 0.32 -0.570
F 1.37120 1.13824 -0.75201 -0.26 -0.32 0.49 -0.341
C 1.00972 -1.76428 5.39903 -1.00 0.55 0.47 -1.457
C 0.45158 -1.73158 3.98642 0.23 -0.47 -0.04 0.633
O 0.81295 -0.90669 3.13040 0.19 0.98 0.28 -0.301
N -0.40217 -2.71648 3.70364 0.01 0.13 0.91 -0.116
C -0.92545 -3.02172 2.39915 -0.15 0.23 -1.24 -0.511
H 1.88736 -2.39259 5.52554 0.01 -0.06 -0.25 0.295
H 0.21464 -2.10093 6.07028 0.19 -0.36 -0.01 0.441
H 1.21606 -0.76625 5.78811 0.28 0.07 -0.41 0.324
H -0.56038 -3.34246 4.47757 -0.28 -0.15 -0.21 0.223
H -1.93130 -3.43409 2.32996 0.08 -0.23 0.99 0.260
H -0.25304 -3.72451 1.90360 -0.04 0.18 -0.23 0.344
H -1.04691 -2.10737 1.81605 0.57 0.02 0.02 0.002
C 3.15763 -2.23349 1.26554 -0.33 -0.25 0.58 -0.473
C 3.69979 -0.83725 1.06019 -0.43 -1.50 1.07 0.303
O 2.96987 0.13427 1.34383 0.44 0.61 -0.21 -0.493
N 4.97141 -0.75247 0.73366 0.22 1.15 -0.35 -0.065
C 5.62839 0.50159 0.42894 0.79 0.61 -0.03 -0.885
H 2.58183 -2.15933 2.18697 -0.46 -0.03 -0.30 -0.344
H 3.84122 -3.05970 1.46931 0.63 0.44 -0.39 0.569
H 2.52571 -2.55734 0.43960 -0.23 0.30 0.05 0.194
H 5.51886 -1.58879 0.62596 -0.23 -0.16 -0.12 0.287
H 6.67152 0.42960 0.73648 0.01 -0.08 -0.23 0.385
H 5.24352 1.37313 0.95440 -0.44 -0.38 0.28 0.249
H 5.57656 0.76224 -0.62921 0.04 -0.29 -0.06 0.277
C -4.80180 -2.22940 1.88612 1.50 -1.05 -0.16 -0.695
C -5.22331 -2.19646 3.32596 -0.16 1.42 -0.02 0.543
O -4.60061 -1.50868 4.13458 -0.10 -0.47 -0.20 -0.677
N -6.31455 -2.89025 3.69368 -0.21 -0.31 -0.28 -0.151
C -7.19188 -3.77132 2.92749 -0.41 0.43 0.68 -0.836
H -4.02487 -3.01147 1.90521 -0.25 -0.21 -0.31 0.261
H -4.18939 -1.37659 1.60539 -0.51 0.43 0.22 0.041
H -5.49452 -2.50735 1.09803 -0.31 0.15 0.25 0.414
H -6.64995 -2.68701 4.62239 0.28 -0.03 0.10 0.251
H -7.35891 -4.62009 3.59117 -0.25 -0.24 -0.44 0.300
H -6.84246 -4.10732 1.95780 0.52 0.08 0.16 0.328
H -8.13821 -3.25123 2.75526 -0.08 -0.21 -0.02 0.284
C 0.14650 5.07764 1.15326 0.94 -0.77 -0.12 -1.140
C -0.09300 4.53033 2.54354 -1.10 0.81 0.16 0.969
O 0.69580 3.78229 3.14950 0.77 -1.33 -0.51 -0.890
N -1.24120 4.89956 3.11324 0.73 0.57 0.11 -0.100
C -1.66647 4.60552 4.47119 -0.79 -0.57 -0.17 -0.916
H -0.22020 6.07415 0.92551 -0.25 0.00 0.37 0.446
H -0.26426 4.38028 0.41905 -0.17 0.01 0.07 0.184
H 1.22757 5.07245 1.00221 -0.03 0.12 -0.04 0.312
H -1.79380 5.58414 2.62358 -0.04 -0.11 -0.12 0.233
H -2.49066 3.89391 4.37074 -0.05 0.10 0.40 0.290
H -2.02432 5.51113 4.95548 0.00 0.03 -0.06 0.340
H -0.91569 4.14792 5.10592 0.37 0.09 -0.37 0.300
C 5.23003 -1.70221 -5.65649 -0.01 0.12 0.53 -1.090
C 4.40091 -2.19504 -4.48346 0.01 -1.42 0.03 0.672
O 4.20275 -3.39081 -4.29882 -0.04 0.53 -0.06 -0.640
N 3.91119 -1.26759 -3.62532 0.55 0.50 -0.35 -0.095
C 3.17762 -1.59223 -2.41296 0.21 0.92 -0.62 -0.782
H 4.60097 -1.52496 -6.52655 -0.04 0.09 0.03 0.259
H 5.95365 -2.47369 -5.90263 -0.05 -0.05 -0.01 0.325
H 5.76994 -0.79457 -5.38014 -0.06 0.09 -0.24 0.345
H 4.23208 -0.32855 -3.79714 -0.29 0.04 0.24 0.237
H 3.24052 -0.69349 -1.79729 -0.08 -0.15 0.27 0.097
H 3.62807 -2.44383 -1.91067 -0.18 -0.16 -0.04 0.486
H 2.12743 -1.73346 -2.65755 -0.08 -0.44 0.26 0.200
C -2.85412 2.25923 -3.24887 -0.24 -0.11 -1.06 0.974
Cl -4.21038 1.48684 -4.12149 -0.11 -0.08 0.41 -0.189
Cl -2.58923 3.85900 -3.97210 0.13 0.13 0.39 -0.176
H -3.06897 2.33736 -2.19159 -0.03 0.04 -0.02 0.151
H -1.99805 1.64352 -3.48778 0.15 0.10 0.27 -0.740
F 1.41068 3.15285 -5.46524 0.31 0.56 -0.04 -0.335
C 0.58319 2.11275 -5.41430 -1.12 -0.64 0.12 0.133
C -0.55750 2.08248 -6.21080 -0.27 0.28 -0.39 -0.392
C -1.43567 1.00697 -6.15738 1.04 0.30 0.67 -0.550
C -1.07888 -0.08368 -5.36032 -1.07 -0.48 -0.81 -0.503
C 0.04448 -0.05006 -4.57961 0.94 0.10 0.37 -0.287
C 0.83403 1.09105 -4.52424 0.40 0.31 -0.33 -0.091
H -0.80283 2.89237 -6.88647 0.25 0.19 0.17 0.417
H -2.36726 1.07252 -6.69686 0.02 -0.29 -0.14 0.476
H -1.69952 -0.96980 -5.42938 0.08 -0.04 0.27 0.351
H 0.44791 -0.90006 -4.04454 -0.60 -0.20 0.18 0.240
H 1.67315 1.18672 -3.84598 0.08 -0.17 -0.09 0.492
```
Positions in Å, forces in eV/Å.

LUMO   -0.1204 hartree
Net charge   +1
HOMO level   -10.613 eV

***

[6]
C4H8O in the gas phase at a distorted geometry, computed with ωB97M-V with the def2-TZVPD basis set.

```
13
Properties=species:S:1:pos:R:3:forces:R:3:mulliken_charge:R:1
C -0.82872 -0.81046 -0.90577 -1.11 0.49 -0.34 -1.413
C 0.25536 -0.32882 0.02591 -0.36 -0.12 1.44 0.645
C 0.74609 1.10486 -0.28346 0.52 -0.55 -0.32 -1.270
C -0.10836 -0.27177 1.52941 0.96 0.70 -1.63 -0.125
O 0.66171 -0.75704 2.31315 -0.82 0.02 0.72 -0.477
H -0.46289 -1.03051 -1.91970 0.07 -0.12 0.43 0.325
H -1.41385 -1.64960 -0.51488 0.46 -0.19 -0.09 0.386
H -1.58663 -0.03222 -1.04686 0.06 0.16 -0.01 0.330
H 0.99221 -1.10936 0.14906 0.91 0.16 -0.88 0.230
H 0.76687 1.26500 -1.36192 -0.19 0.14 0.01 0.345
H 0.13646 1.86952 0.20186 -0.33 -0.11 -0.19 0.339
H 1.75730 1.29745 0.06577 0.14 -0.25 0.16 0.348
H -0.91555 0.45294 1.74742 -0.31 -0.34 0.70 0.337
```
Positions in Å, forces in eV/Å.

LUMO   0.0381 hartree
Net charge   0
HOMO level   -9.667 eV